Here is an isolated ion of composition C6H14N3 and charge +1 in a non-equilibrium geometry from the OMol25 dataset. Energies are from ωB97M-V/def2-TZVPD.

- DFT total energy: -400.81105 hartree
- E_HOMO (spin up / spin down): -0.4262 / -0.4471 Eh
- ΔE to the lowest compared entry with this formula, charge and spin: 628.1 kJ/mol
- Orbital gap (spin up / spin down): 6.60 / 8.32 eV
- LUMO energy (spin up / spin down): -4.995 / -3.847 eV

ORCA input file:
```
! wB97M-V def2-TZVPD RIJCOSX def2/J DEFGRID3
* xyz 1 1
C -1.144 0.451 -0.482
C -1.522 -0.598 0.441
C 1.595 -0.300 -0.017
C -1.097 1.879 -0.216
C -2.657 -1.435 -0.081
C 1.635 0.905 0.873
N -0.361 -1.637 0.351
N 0.827 -1.372 0.197
N 2.893 -0.709 -0.624
H -1.035 0.126 -1.496
H -1.494 -0.220 1.496
H -1.993 2.322 -0.557
H -0.385 2.319 -0.883
H -0.757 2.213 0.778
H -2.514 -2.432 0.255
H -2.697 -1.561 -1.246
H -3.717 -1.025 0.178
H 1.567 1.836 0.131
H 2.622 0.849 1.434
H 0.828 0.692 1.495
H 3.024 0.273 -1.020
H 2.730 -1.649 -1.073
H 3.652 -0.926 0.066
*
```